A molecular structure, C42H51BrN6O8P2W. Source: OMol25; level of theory: ωB97M-V/def2-TZVPD.

Cartesian coordinates (Å):
1 H -1.265 -0.384 -2.688
2 O 1.808 1.851 -2.212
3 C -1.317 -6.426 -0.942
4 H -0.155 5.945 2.534
5 H -5.408 0.913 2.226
6 H 5.333 0.369 -2.759
7 C -0.018 3.890 4.465
8 H 1.309 2.180 -4.755
9 C -1.542 -1.256 -2.108
10 C -2.618 -0.761 5.136
11 H 4.130 -2.501 -0.508
12 C 0.330 5.019 2.227
13 H 3.251 3.148 0.443
14 O 1.827 3.219 3.064
15 H 3.025 4.577 -3.796
16 H -4.503 -0.618 4.113
17 C -2.742 -4.327 0.484
18 C -1.242 -0.662 5.000
19 H -0.688 -3.451 3.041
20 C -3.800 1.902 -3.142
21 H 2.570 0.941 -4.588
22 H -0.425 4.368 1.784
23 C 2.364 2.011 -4.531
24 C -2.835 -0.255 2.818
25 C 4.009 -0.517 -1.302
26 N -1.495 -0.175 2.691
27 H -3.179 3.611 -5.995
28 O 2.428 0.894 2.383
29 C 2.457 4.046 -3.033
30 H 3.722 2.304 -2.883
31 C -0.464 -6.750 -3.158
32 W -0.662 0.102 0.705
33 C 0.975 4.377 3.437
34 C -5.038 0.152 1.535
35 H 1.698 5.057 3.880
36 C -2.814 -6.452 -2.836
37 H -4.576 1.327 -2.652
38 C -2.582 2.103 -2.495
39 C 3.740 0.750 3.052
40 C 3.997 -1.483 -0.139
41 N -3.276 0.880 -0.548
42 H -0.580 -0.817 5.840
43 H 1.398 4.273 -3.178
44 H -2.537 -5.002 2.484
45 C 5.351 -0.391 -1.978
46 H -2.836 -2.093 -3.604
47 C 2.242 2.737 0.372
48 C -1.578 2.848 -3.115
49 N -3.830 -5.230 0.213
50 H -4.953 2.286 -4.903
51 C -3.557 0.080 1.600
52 H 5.721 1.522 2.944
53 C -1.362 -2.433 -0.115
54 H 3.236 -0.782 -2.027
55 C -4.008 2.441 -4.400
56 H -0.635 2.987 -2.604
57 H -0.679 3.140 4.022
58 H 0.749 -6.798 -1.394
59 H 1.077 5.286 1.477
60 N -2.763 0.377 0.626
61 C 3.540 0.860 4.545
62 N -1.026 -1.365 -0.904
63 C -2.447 -2.208 -2.601
64 H -0.630 4.725 4.808
65 C -0.717 -0.380 3.757
66 C -2.888 -3.211 -1.780
67 O -1.115 1.610 -0.668
68 C -3.426 -0.554 4.032
69 P 1.623 2.150 1.964
70 N -3.762 -6.086 -0.679
71 C -2.598 -6.288 -1.472
72 H -1.024 3.980 -4.851
73 P 2.200 1.354 -0.792
74 H 2.774 4.424 -2.059
75 H 4.015 -0.267 2.781
76 H 5.616 -1.344 -2.438
77 Br 1.004 -7.048 -4.311
78 C -3.009 3.187 -5.014
79 O 3.672 0.837 -0.784
80 H -5.361 0.398 0.530
81 H 2.964 2.518 -5.285
82 C -1.155 -3.399 2.066
83 H 3.049 -1.436 0.398
84 C -2.353 -3.355 -0.478
85 C 2.698 2.557 -3.163
86 H 1.557 3.512 0.025
87 H 0.490 3.459 5.327
88 H -1.898 -6.762 -4.753
89 C 4.752 1.723 2.488
90 O 0.295 -1.596 1.351
91 C -0.249 -6.666 -1.793
92 H 0.348 -0.337 3.579
93 C -2.325 1.518 -1.171
94 C -1.743 -6.653 -3.688
95 H 2.787 0.150 4.888
96 O 1.225 0.304 -0.351
97 H 3.240 1.872 4.825
98 H 4.822 -1.261 0.542
99 O 0.179 1.770 1.753
100 H 4.486 2.756 2.722
101 H -5.470 -0.806 1.835
102 H -3.060 -0.996 6.097
103 C -1.796 3.392 -4.370
104 H -1.148 -6.380 0.124
105 H -3.657 -3.893 -2.121
106 H 6.123 -0.135 -1.251
107 H 4.860 1.596 1.409
108 H 4.478 0.628 5.051
109 C -2.192 -4.294 1.741
110 H -3.829 -6.422 -3.216
111 C -0.701 -2.483 1.146

- 2S+1 = 3
- total charge = +2
- relative energy (zero: lowest compared OMol25 entry of this formula, charge and spin) (eV) = 0.722
- <S²> = 2.0274
- energy (eV) = -160142.9583
- frontier orbital gap (alpha / beta) (eV) = 6.62 / 6.00